Below is the molecule C4H9N, with properties calculated with ωB97M-V/def2-TZVPD.

Values from the calculation:
SMILES ... CC/C=C/N
Energy ... -212.52977 Eh
Kohn-Sham gap ... 8.9 eV
Relative energy (zero: lowest compared OMol25 entry of this formula, charge and spin) ... 13.4 kcal/mol
LUMO level ... 0.0456 Eh

The geometry in ORCA input format:
```
! wB97M-V def2-TZVPD RIJCOSX def2/J DEFGRID3
* xyz 0 1
C -0.07 -0.93 -1.71
C -1.05 -0.28 -0.74
C -0.42 0.68 0.28
C 0.55 0.26 1.08
N 1.21 1.01 2.02
H -0.48 -1.88 -2.08
H 0.84 -1.28 -1.24
H 0.11 -0.30 -2.57
H -1.70 0.33 -1.31
H -1.62 -1.01 -0.16
H -0.93 1.62 0.46
H 0.88 -0.77 0.99
H 1.78 0.61 2.74
H 0.89 1.94 2.24
*
```

***

Below is a structure of composition C30H24Cl2N6O5Pd, with properties calculated with ωB97M-V/def2-TZVPD.

Values from the calculation:
Energy ... -2910.58715 Eh
Kohn-Sham gap ... 4.6 eV
⟨S²⟩ ... 2.011
LUMO level ... 0.1415 Eh

The geometry in ORCA input format:
```
! wB97M-V def2-TZVPD RIJCOSX def2/J DEFGRID3
* xyz -2 3
Pd 0.24 -1.57 0.13
C 4.23 -3.54 0.55
C 2.71 -3.57 0.33
O 1.95 -3.22 1.25
C 2.29 -4.04 -0.94
C 0.96 -4.00 -1.35
C 0.53 -4.68 -2.63
N 0.04 -3.40 -0.62
N -1.26 -3.72 -0.85
C -2.11 -2.89 -0.31
O -1.78 -1.84 0.37
C -3.54 -3.15 -0.53
C -4.47 -2.11 -0.38
C -5.81 -2.31 -0.61
C -6.27 -3.57 -0.99
C -5.37 -4.61 -1.13
C -4.02 -4.41 -0.92
H 4.61 -2.63 0.11
H 4.70 -4.40 0.07
H 4.45 -3.54 1.61
H 3.04 -4.41 -1.62
H 1.39 -5.07 -3.17
H 0.00 -3.96 -3.25
H -0.16 -5.49 -2.40
H -4.10 -1.14 -0.08
H -6.51 -1.49 -0.50
H -7.32 -3.73 -1.17
H -5.73 -5.59 -1.42
H -3.31 -5.22 -1.03
Cl 0.83 6.60 -1.35
C 1.67 5.21 -0.69
C 2.95 4.96 -1.15
C 3.63 3.88 -0.61
C 3.06 3.10 0.39
C 1.79 3.41 0.86
Cl 1.18 2.55 2.24
C 1.03 4.44 0.29
N -0.23 4.79 0.69
C -1.18 4.00 1.37
C -1.75 4.52 2.53
C -2.70 3.80 3.23
C -3.07 2.54 2.79
C -2.53 2.04 1.62
C -1.62 2.77 0.87
C -1.23 2.27 -0.47
C -0.40 0.94 -0.48
O -0.15 0.47 -1.59
O -0.08 0.46 0.63
H 3.39 5.59 -1.90
H 4.64 3.64 -0.92
H 3.97 2.16 2.06
H -0.53 5.72 0.41
H -1.44 5.50 2.87
H -3.14 4.22 4.13
H -3.79 1.96 3.35
H -2.81 1.05 1.28
H -0.66 3.00 -1.06
H -2.14 2.01 -1.03
N 3.08 0.71 -1.57
C 2.77 0.05 -0.38
O 2.18 -1.06 -0.52
C 3.18 0.60 0.84
C 3.01 -0.07 2.04
N 2.92 -0.49 3.11
C 3.90 1.96 0.96
N 5.14 1.77 0.41
H 3.40 1.67 -1.50
H 2.40 0.53 -2.29
*
```

***

Below is a structure of composition C18H12N5O8S2V, with properties calculated with ωB97M-V/def2-TZVPD.

Values from the calculation:
Energy ... -3308.91858 Eh
Kohn-Sham gap (alpha / beta) ... 4.4 / 5.1 eV
Relative energy (zero: lowest compared OMol25 entry of this formula, charge and spin) ... 0.0 kcal/mol
⟨S²⟩ ... 0.777
LUMO level (alpha / beta) ... -0.2605 / -0.2338 Eh

The geometry in ORCA input format:
```
! wB97M-V def2-TZVPD RIJCOSX def2/J DEFGRID3
* xyz 1 2
V 0.46 1.63 -2.09
O 2.54 1.43 -7.72
C 2.13 1.47 -6.61
C 1.30 0.35 -5.90
O 0.93 -0.69 -6.35
C 1.07 0.92 -4.55
C 1.61 2.15 -4.40
O 1.33 2.70 -3.19
C 2.32 2.64 -5.60
O 2.89 3.67 -5.77
O 0.43 0.44 -3.47
C -2.03 1.05 1.43
N -2.02 0.18 0.24
C -2.26 -1.17 0.26
C -2.22 -1.59 -1.04
N -1.97 -0.49 -1.81
C -1.84 0.59 -1.02
S -1.60 2.24 -1.55
H -2.42 0.46 2.26
H -2.67 1.91 1.23
H -1.01 1.38 1.63
H -2.42 -1.75 1.18
H -2.36 -2.57 -1.46
H -1.91 -0.47 -2.82
O -3.18 -0.89 3.42
S -2.63 -2.22 3.72
O -3.14 -2.88 4.87
O -2.48 -3.02 2.50
C -0.91 -1.77 4.08
N -0.40 -1.81 5.31
C 0.84 -1.36 5.47
C 1.59 -0.83 4.42
C 0.97 -0.86 3.19
N -0.26 -1.33 3.01
C 1.46 -0.32 1.89
C 1.20 -1.10 0.76
C 1.23 -0.51 -0.47
N 1.50 0.82 -0.61
C 1.91 1.53 0.46
C 1.94 0.97 1.72
H 1.24 -1.41 6.47
H 2.59 -0.46 4.57
H 0.89 -2.13 0.86
H 1.00 -1.05 -1.38
H 2.15 2.57 0.30
H 2.20 1.59 2.57
*
```

***

Below is a structure of composition C51H46I2N3O8SW, with properties calculated with ωB97M-V/def2-TZVPD.

Values from the calculation:
Energy ... -3797.88116 Eh
Kohn-Sham gap (alpha / beta) ... 4.2 / 6.7 eV
Relative energy (zero: lowest compared OMol25 entry of this formula, charge and spin) ... 101.0 kcal/mol
⟨S²⟩ ... 2.034
LUMO level (alpha / beta) ... 0.0630 / 0.0648 Eh

The geometry in ORCA input format:
```
! wB97M-V def2-TZVPD RIJCOSX def2/J DEFGRID3
* xyz -1 3
W -0.52 -0.31 0.53
C -0.82 2.84 3.99
O 0.06 3.86 3.59
C 0.94 3.62 2.55
C 1.95 4.57 2.46
C 2.92 4.53 1.47
C 2.85 3.55 0.52
C 1.81 2.59 0.54
C 1.74 1.70 -0.54
N 0.84 0.73 -0.73
N 1.11 0.04 -1.88
C 0.65 -1.19 -1.88
O 0.07 -1.67 -0.79
C 0.87 -1.98 -3.07
C 0.35 -3.27 -3.22
C 0.58 -3.99 -4.37
C 1.33 -3.44 -5.40
C 1.85 -2.15 -5.27
C 1.63 -1.43 -4.12
C 0.86 2.56 1.61
O -0.04 1.60 1.67
H -1.30 3.20 4.89
H -0.28 1.91 4.21
H -1.58 2.64 3.23
H 1.95 5.37 3.19
H 3.72 5.26 1.44
H 3.56 3.51 -0.29
H 2.48 1.78 -1.33
H -0.25 -3.68 -2.41
H 0.18 -4.98 -4.47
H 1.51 -4.01 -6.30
H 2.43 -1.72 -6.07
H 2.03 -0.44 -3.99
I -1.75 -0.53 3.14
C -3.52 0.54 2.40
C -4.68 0.49 3.13
C -5.78 1.27 2.72
C -5.66 2.09 1.63
C -4.47 2.14 0.88
C -4.35 2.98 -0.24
C -3.17 3.05 -0.92
C -2.09 2.23 -0.55
C -2.14 1.30 0.48
C -3.35 1.32 1.24
H -4.74 -0.13 4.01
H -6.70 1.21 3.28
H -6.48 2.71 1.32
H -5.21 3.56 -0.54
H -3.07 3.70 -1.78
H -1.18 2.32 -1.14
I -1.60 -5.20 7.88
C -0.94 -4.44 6.01
C 0.37 -3.99 5.89
C 0.80 -3.49 4.69
C -0.08 -3.40 3.58
C -1.41 -3.89 3.74
C -1.83 -4.40 4.94
C 0.30 -2.87 2.33
O 1.65 -2.78 2.10
O 1.04 -0.58 1.49
H 1.03 -4.02 6.74
H 1.80 -3.11 4.58
H -2.07 -3.85 2.89
H -2.84 -4.75 5.05
C 2.37 -4.37 -0.17
C 3.28 -3.28 0.36
S 2.14 -1.78 0.86
O -0.52 -2.51 1.42
C 3.55 -0.94 1.70
C 4.52 -0.39 0.66
H 2.93 -5.21 -0.59
H 1.74 -3.95 -0.95
H 1.73 -4.75 0.62
H 3.91 -2.91 -0.46
H 3.92 -3.65 1.16
H 4.00 -1.65 2.38
H 3.09 -0.13 2.25
H 5.13 -1.18 0.23
H 5.17 0.36 1.12
H 3.95 0.09 -0.13
C -1.79 -2.37 -8.19
C -2.20 -1.22 -7.31
C -2.23 0.06 -7.84
C -2.54 1.14 -7.04
C -2.83 0.94 -5.70
C -2.82 -0.34 -5.15
N -3.05 -0.45 -3.78
C -3.85 -1.34 -3.12
C -4.95 -1.94 -3.75
C -5.80 -2.78 -3.06
C -5.58 -3.06 -1.71
C -4.51 -2.49 -1.07
C -3.64 -1.62 -1.74
C -2.54 -1.04 -1.00
O -2.37 -1.29 0.25
O -1.71 -0.21 -1.52
C -2.49 -1.44 -5.96
C -2.42 -2.82 -5.39
H -1.60 -2.02 -9.20
H -2.56 -3.14 -8.21
H -0.87 -2.82 -7.81
H -2.00 0.21 -8.89
H -2.55 2.14 -7.46
H -3.06 1.78 -5.06
H -2.38 0.02 -3.17
H -5.12 -1.72 -4.80
H -6.64 -3.22 -3.58
H -6.26 -3.71 -1.19
H -4.31 -2.69 -0.02
H -3.33 -3.37 -5.59
H -2.27 -2.79 -4.31
H -1.58 -3.36 -5.83
*
```

***

Below is a cluster of 13 separate species, C7H38NO12 in total, with properties calculated with ωB97M-V/def2-TZVPD.

Values from the calculation:
Energy ... -1246.86493 Eh
Kohn-Sham gap ... 8.4 eV
Relative energy (zero: lowest compared OMol25 entry of this formula, charge and spin) ... 47.9 kcal/mol
LUMO level ... -0.1039 Eh

The geometry in ORCA input format:
```
! wB97M-V def2-TZVPD RIJCOSX def2/J DEFGRID3
* xyz 1 1
C -1.92 -3.52 -0.35
C -0.72 -2.58 -0.19
C -0.43 -1.71 -1.40
C -0.23 -2.29 -2.58
C -0.23 1.85 0.18
C -0.67 0.40 -0.04
C -0.17 -0.32 -1.03
N -3.16 -2.79 0.16
H -1.90 -4.54 0.12
H -1.95 -3.84 -1.44
H 0.16 -3.33 -0.03
H -0.68 -2.03 0.73
H -0.09 -1.68 -3.44
H -0.01 -3.33 -2.67
H -0.95 2.56 -0.18
H -0.14 2.10 1.22
H 0.68 2.00 -0.33
H -1.42 0.10 0.69
H 0.43 0.13 -1.82
H -3.58 -2.11 -0.49
H -3.92 -3.42 0.45
H -2.93 -2.29 1.04
H 2.88 2.81 2.17
H 3.13 4.33 1.86
O 3.24 3.44 1.50
H 3.32 0.54 0.98
H 1.83 0.06 0.80
O 2.61 -0.04 1.34
H -0.51 2.17 -4.57
H -0.80 1.90 -3.01
O -0.53 1.53 -3.86
H 4.44 1.48 -0.26
H 4.93 2.29 1.09
O 4.74 1.48 0.63
H 2.05 0.78 2.68
H 2.03 1.20 4.14
O 1.83 1.61 3.26
H 2.57 1.15 -3.10
H 3.17 1.59 -1.77
O 3.21 0.88 -2.43
H -3.10 1.09 4.29
H -4.48 0.91 3.58
O -3.83 0.45 4.15
H 1.32 -3.12 2.43
H 2.01 -1.88 1.81
O 1.16 -2.32 1.91
H -5.35 -0.16 0.61
H -4.02 -0.17 1.19
O -4.50 -0.60 0.44
H -1.56 0.21 -4.27
H -2.92 -0.29 -4.16
O -2.13 -0.47 -4.70
H 3.20 3.66 -0.41
H 3.13 3.88 -2.00
O 2.94 3.30 -1.29
H -2.52 -0.75 3.32
H -1.32 -1.23 2.79
O -2.21 -1.01 2.44
*
```

***

Below is a cluster of 2 separate species, C2H4INO2 in total, with properties calculated with ωB97M-V/def2-TZVPD.

Values from the calculation:
Energy ... -581.28036 Eh
Kohn-Sham gap (alpha / beta) ... 9.3 / 6.5 eV
Relative energy (zero: lowest compared OMol25 entry of this formula, charge and spin) ... 157.8 kcal/mol
LUMO level (alpha / beta) ... -0.0285 / -0.0833 Eh

The geometry in ORCA input format:
```
! wB97M-V def2-TZVPD RIJCOSX def2/J DEFGRID3
* xyz 0 1
C -0.77 -0.19 -1.02
C 1.53 -0.39 0.92
N -1.43 0.53 -0.02
O -1.78 -0.04 1.02
O -1.57 1.76 -0.23
I 3.25 0.11 -0.04
H -0.16 0.52 -1.66
H -0.83 -1.32 -0.90
H 0.77 0.38 1.22
H 1.00 -1.37 0.71
*
```

***

Below is a cluster of 8 separate species, C5H27N2O8 in total, with properties calculated with ωB97M-V/def2-TZVPD.

Values from the calculation:
Energy ... -918.11224 Eh
Kohn-Sham gap ... 8.6 eV
Relative energy (zero: lowest compared OMol25 entry of this formula, charge and spin) ... 80.9 kcal/mol
LUMO level ... 0.1165 Eh

The geometry in ORCA input format:
```
! wB97M-V def2-TZVPD RIJCOSX def2/J DEFGRID3
* xyz -1 1
C -1.06 0.11 0.60
N -1.79 -1.22 0.45
C -2.53 -1.27 -0.88
N -3.52 -0.22 -1.00
C -0.84 0.37 2.10
C 0.63 0.19 2.88
C 1.64 1.26 2.36
O 1.79 1.29 1.00
H -1.73 0.90 0.22
H -0.10 0.21 0.08
H -1.20 -2.08 0.53
H -2.92 -2.37 -0.88
H -1.80 -1.22 -1.86
H -4.08 -0.17 -0.12
H -3.07 0.66 -1.05
H -1.06 1.41 2.13
H -1.51 -0.16 2.75
H 0.98 -0.83 2.83
H 0.52 0.34 4.02
H 1.30 2.19 2.63
H 2.66 1.17 2.96
H 0.06 -0.25 -3.97
H 0.37 -0.96 -2.75
O -0.09 -1.00 -3.53
H 0.98 3.30 -0.69
H 0.92 2.41 -1.85
O 0.58 3.26 -1.50
H 1.08 -3.42 -0.33
H -0.13 -4.10 -0.49
O 0.19 -3.29 -0.35
H 3.17 -2.63 0.84
H 2.40 -2.08 -0.48
O 2.97 -2.85 -0.02
H 1.51 0.45 -1.62
H 2.55 0.93 -2.71
O 1.60 0.97 -2.47
H 1.68 0.37 0.40
H 0.65 -1.11 -0.65
O 1.54 -0.81 -0.64
H -1.56 3.51 1.13
H -1.00 3.25 -0.29
O -1.79 3.51 0.22
*
```

***

Below is a structure of composition C34H37InN5, with properties calculated with ωB97M-V/def2-TZVPD.

Values from the calculation:
Energy ... -1781.41788 Eh
Kohn-Sham gap (alpha / beta) ... 5.1 / 4.5 eV
LUMO level (alpha / beta) ... 0.0707 / 0.0587 Eh

The geometry in ORCA input format:
```
! wB97M-V def2-TZVPD RIJCOSX def2/J DEFGRID3
* xyz -1 1
In 0.92 0.14 0.06
N -0.93 3.39 3.82
N 2.57 2.59 -0.73
C -2.08 -1.10 -1.04
C -2.57 0.23 -0.93
C -3.09 0.40 0.40
C -3.57 1.65 1.00
H -4.00 2.31 0.24
H -2.75 2.18 1.58
H -4.34 1.44 1.75
C -2.89 -0.82 1.10
C -3.18 -1.03 2.53
H -4.20 -1.41 2.67
H -3.08 -0.09 3.09
H -2.49 -1.76 2.98
C -2.29 -1.76 0.21
C -1.94 -3.15 0.57
H -1.23 -3.19 1.41
H -1.49 -3.67 -0.28
H -2.84 -3.71 0.87
C -2.55 1.26 -1.99
H -3.50 1.27 -2.54
H -1.76 1.07 -2.73
H -2.40 2.26 -1.57
C -1.45 -1.69 -2.25
H -0.83 -2.56 -2.02
H -0.81 -0.96 -2.77
H -2.22 -2.01 -2.97
C -0.32 3.45 4.99
H -0.91 3.80 5.86
C 1.02 3.06 5.16
H 1.47 3.14 6.15
C 1.75 2.67 4.02
H 2.83 2.48 4.11
C 1.06 2.51 2.83
H 1.59 2.21 1.91
C -0.39 2.57 2.88
C -1.24 1.55 2.35
H -1.08 1.36 1.27
C 2.36 1.33 -1.12
C 2.46 3.37 -1.85
H 2.22 4.42 -1.77
C 2.58 2.58 -2.96
H 2.78 2.83 -3.98
N 2.39 1.28 -2.52
C 2.11 0.13 -3.30
C 1.38 0.30 -4.49
C 1.26 -0.78 -5.36
H 0.75 -0.64 -6.32
C 1.73 -2.05 -5.01
C 1.65 -3.20 -5.99
H 1.42 -4.14 -5.48
H 2.61 -3.33 -6.52
H 0.88 -2.99 -6.74
C 2.29 -2.23 -3.74
H 2.59 -3.23 -3.41
C 2.50 -1.15 -2.87
C 3.09 -1.45 -1.53
H 3.35 -0.55 -0.95
H 4.02 -2.02 -1.64
H 2.42 -2.09 -0.94
C 0.63 1.55 -4.77
H 1.25 2.44 -4.86
H -0.13 1.75 -4.00
H 0.12 1.43 -5.72
N -1.57 1.08 6.45
C -0.92 0.36 5.78
C -0.15 -0.53 4.96
C 0.65 -1.55 5.49
C 1.36 -2.36 4.61
C 1.33 -2.04 3.25
N 0.60 -1.03 2.77
C -0.22 -0.42 3.58
H 0.66 -1.71 6.56
H 1.93 -3.23 4.93
H 1.86 -2.63 2.50
H -1.02 0.43 2.96
*
```

***

Among the records above, which one has the highest energy? C4H9N

***

Which formula does entry 6 have? C2H4INO2